Below is a molecular structure, C4H7NO3 at a distorted geometry, with properties calculated with ωB97M-V with the def2-TZVPD basis set.

Values from the calculation:
**Gap between HOMO and LUMO**: 9.54 eV
**E_HOMO**: -0.36968 Ha
**Molar mass**: 117.1 g mol⁻¹
**Energy**: -436.7357 Eh
**Largest force on an atom**: 6.46 eV/A

```
15
Properties=species:S:1:pos:R:3:mulliken_charge:R:1
C 0.46800 -0.08857 -1.92497 -0.7687
C -0.82825 0.79057 -1.37658 0.3704
C -0.52658 0.02160 1.14755 0.6138
C 0.90157 -0.45731 1.05707 -0.5203
H 1.05192 0.73143 -2.94142 0.2691
H 1.27564 -0.45542 -0.53147 0.2379
H -0.37452 -1.41381 -2.66617 0.2413
H -2.19494 0.61213 0.45352 0.3131
H 0.92331 -1.29937 0.50784 0.4357
H 1.35754 0.52506 0.72811 0.3175
H 0.68735 0.06914 3.03240 0.4176
N -1.48003 0.18140 -0.05334 -0.2461
O -1.56310 1.40708 -2.04494 -0.4137
O -0.85117 0.23498 2.27370 -0.6001
O 1.15325 -0.85893 2.33871 -0.6675
```